Record 1
Entry from OMol25: a molecular structure, C49H50Cl4IN3O3SSiW in a non-equilibrium geometry (ωB97M-V/def2-TZVPD).

Atoms and positions in Å:
W1 -0.3883 -0.5823 0.2468
O1 -1.0352 1.5533 -1.8466
C1 -0.6392 0.9930 -3.2125
C2 -1.0484 -0.4957 -3.1655
C3 0.0861 -1.3858 -2.7655
C4 0.6797 -2.1643 -3.7445
C5 1.7701 -2.9624 -3.4417
C6 2.2344 -2.9185 -2.1355
C7 1.6202 -2.1075 -1.1975
C8 2.2349 -2.0096 0.1667
C9 1.3632 -2.6671 1.2740
O2 0.1997 -1.8845 1.3636
C10 2.0346 -2.6459 2.6449
C11 3.3532 -2.2602 2.8550
C12 3.8630 -2.2016 4.1425
C13 3.0662 -2.5184 5.2283
C14 1.7611 -2.9393 5.0206
C15 1.2536 -3.0166 3.7366
C16 1.0458 -4.1066 0.8650
C17 0.0765 -4.3595 -0.0957
C18 -0.1766 -5.6532 -0.5135
C19 0.5277 -6.7118 0.0335
C20 1.5028 -6.4645 0.9853
C21 1.7682 -5.1688 1.3938
N1 0.5101 -1.3586 -1.4706
C22 -1.4066 1.7206 -4.2984
C23 -0.8640 2.8072 -4.9815
C24 -1.6040 3.4713 -5.9470
C25 -2.8874 3.0569 -6.2594
C26 -3.4395 1.9848 -5.5802
C27 -2.7150 1.3318 -4.5991
C28 0.8739 1.0887 -3.2800
C29 1.5300 0.8942 -4.4902
C30 2.9105 0.8204 -4.5300
C31 3.6528 0.9387 -3.3679
C32 3.0075 1.1524 -2.1627
C33 1.6251 1.2212 -2.1140
H1 -1.3753 -0.8058 -4.1566
H2 -1.8914 -0.5884 -2.4748
H3 0.2860 -2.1305 -4.7488
H4 2.2422 -3.5792 -4.1894
H5 3.0892 -3.5087 -1.8443
H6 2.3662 -0.9445 0.4187
H7 3.2079 -2.4972 0.1280
H8 4.0050 -2.0142 2.0316
H9 4.8912 -1.9112 4.2954
H10 3.4642 -2.4494 6.2293
H11 1.1377 -3.2190 5.8558
H12 0.2457 -3.3726 3.5714
H13 -0.4879 -3.5455 -0.5297
H14 -0.9216 -5.8223 -1.2752
H15 0.3165 -7.7228 -0.2818
H16 2.0650 -7.2813 1.4128
H17 2.5357 -4.9967 2.1324
H18 0.1504 3.1248 -4.7864
H19 -1.1680 4.3046 -6.4743
H20 -3.4478 3.5551 -7.0334
H21 -4.4310 1.6408 -5.8257
H22 -3.1776 0.5077 -4.0816
H23 0.9600 0.7907 -5.3996
H24 3.4031 0.6601 -5.4739
H25 4.7268 0.8602 -3.4018
H26 3.5749 1.2654 -1.2524
H27 1.1269 1.3637 -1.1496
Cl1 -3.1104 -2.5163 1.5981
Si1 -2.5396 -1.7337 -0.2181
Cl2 -2.9169 -3.2235 -1.6030
Cl3 -3.9960 -0.3263 -0.8209
C34 -1.1260 -0.6588 4.4270
C35 -0.0863 0.2473 5.0745
C36 0.5190 1.2362 4.0888
S1 1.5511 0.2476 2.9109
O3 1.2991 0.7318 1.4859
C37 3.1821 0.9911 3.3285
C38 3.4138 2.3606 2.7073
C39 2.8593 3.5460 3.4910
H28 -1.4655 -1.4165 5.1272
H29 -0.7060 -1.1725 3.5584
H30 -1.9973 -0.0824 4.1225
H31 0.7175 -0.3512 5.5093
H32 -0.5572 0.8005 5.8874
H33 1.1598 1.9455 4.5993
H34 -0.2517 1.7655 3.5393
H35 3.9130 0.2804 2.9475
H36 3.2513 0.9921 4.4130
H37 2.9883 2.3484 1.7008
H38 4.4918 2.4971 2.6136
H39 1.7861 3.6603 3.3678
H40 3.3221 4.4595 3.1280
H41 3.0896 3.4474 4.5498
Cl4 -6.7712 3.5818 1.9422
C40 -5.2228 2.8690 1.7323
C41 -4.1995 3.6037 1.1473
C42 -2.9607 3.0248 0.9619
C43 -2.7044 1.7014 1.3354
C44 -1.3790 1.1067 1.1132
C45 -3.7359 1.0052 1.9772
C46 -4.9777 1.5724 2.1712
H42 -4.3786 4.6244 0.8492
H43 -2.1527 3.6202 0.5546
H44 -1.1645 0.4090 1.9634
H45 -0.6397 1.9340 1.1028
H46 -3.5587 0.0017 2.3335
H47 -5.7597 1.0167 2.6644
I1 -5.5437 4.5850 -2.4759
C47 -3.5828 3.9206 -2.2613
C48 -2.4205 4.6673 -2.3872
N2 -1.3812 3.8415 -2.1773
N3 -1.8551 2.6032 -1.9152
C49 -3.1891 2.6142 -1.9835
H48 -2.3022 5.7141 -2.5963
H49 -0.3925 4.0443 -2.2466
H50 -3.7628 1.7218 -1.7913

Output
orbital gap (spin up / spin down) = 6.85 / 6.76 eV
strongest force on any atom = 2.134 eV/Å
LUMO level (spin up / spin down) = -5.764 / -5.800 eV
energy relative to the best compared isomer or geometry (same formula, charge and spin) = 140.7 kcal/mol
charge = +2
multiplicity = 1
energy = -5179.952973 Eh

Löwdin atomic charge list, values in e, 6 entries: W 1.4151; O -0.0343; C -0.2450; C -0.0701; C -0.2539; C 0.0163

Record 2
Entry from OMol25: 3 unconnected molecules or ions with the total composition C3H12NO3S in a non-equilibrium geometry (ωB97M-V/def2-TZVPD).

Atoms and positions in Å:
O1 0.3484 2.2344 1.2231
C1 1.0978 1.5511 0.5780
C2 0.6294 0.8650 -0.6885
C3 0.5922 -0.6223 -0.3635
S1 2.1375 -1.4573 -0.8672
N1 -0.7140 1.4298 -1.0683
H1 2.1334 1.4089 0.9202
H2 1.2488 1.0783 -1.5481
H3 -0.0923 -1.2399 -0.9454
H4 0.4473 -0.8861 0.6776
H5 2.8754 -1.1881 0.2243
H6 -0.6106 2.2246 -1.6973
H7 -1.2930 1.6712 -0.2681
H8 -1.2175 0.7000 -1.5547
H9 -3.5013 -0.5756 -0.8209
H10 -2.5161 -0.6636 0.4059
O2 -2.6443 -0.2946 -0.4873
H11 -1.7599 -2.2321 2.1840
H12 -1.8736 -0.8460 2.7372
O3 -2.2006 -1.3915 2.0142

Output
orbital gap = 9.87 eV
strongest force on any atom = 1.720 eV/Å
LUMO level = -3.294 eV
energy relative to the best compared isomer or geometry (same formula, charge and spin) = 0.6 kcal/mol
charge = +1
multiplicity = 1
energy = -799.914471 Eh

Löwdin atomic charge list, values in e, 6 entries: O 0.1021; C -0.1897; C -0.2995; C -0.5157; S 0.7801; N 0.2180

Record 3
Entry from OMol25: 2 unconnected molecules or ions with the total composition CHN5O2 in a non-equilibrium geometry (ωB97M-V/def2-TZVPD).

Atoms and positions in Å:
C1 -2.2249 0.4600 -2.4520
N1 -2.7384 -0.0404 -3.3367
N2 0.2949 0.1314 0.6184
N3 -0.6711 0.3035 -0.1030
N4 -1.4605 1.0805 -0.5501
N5 -1.3349 2.5249 -0.7966
O1 -1.9261 2.8974 -1.7515
O2 -0.6649 3.1061 -0.0064
H1 0.6474 -0.8290 0.5736

Output
orbital gap (spin up / spin down) = 7.78 / 7.91 eV
strongest force on any atom = 3.846 eV/Å
LUMO level (spin up / spin down) = -2.702 / -2.501 eV
energy relative to the best compared isomer or geometry (same formula, charge and spin) = 153.3 kcal/mol
charge = 0
multiplicity = 1
energy = -462.604718 Eh

Löwdin atomic charge list, values in e, 6 entries: C -0.1297; N 0.0158; N 0.1631; N -0.0800; N 0.0593; N -0.3881